1.
DFT (the ωB97M-V functional and the def2-TZVPD basis) results for one molecule with the formula C3H7NO at a distorted geometry.

Structure (ORCA input):
```
! wB97M-V def2-TZVPD RIJCOSX def2/J DEFGRID3
* xyz 0 1
C -1.861 -0.348 0.071
C -0.522 0.425 -0.115
C 1.756 0.107 0.275
H -1.857 -1.111 0.848
H -2.528 0.400 0.358
H -2.130 -0.985 -0.594
H 0.730 -0.145 -1.445
H 1.548 -0.293 1.437
H 1.868 1.055 0.096
H 2.887 -0.254 -0.297
N 0.593 -0.465 -0.497
O -0.486 1.613 -0.136
*
```

**Total energy**: -248.40476 Eh
**ΔE to the lowest compared entry with this formula, charge and spin**: 319.6 kJ/mol
**Max |F|**: 8.17 eV Å⁻¹
**SMILES**: CNC(C)=O

=====

2.
DFT (the ωB97M-V functional and the def2-TZVPD basis) results for one molecule with the formula C3H7NO at a distorted geometry.

Structure (ORCA input):
```
! wB97M-V def2-TZVPD RIJCOSX def2/J DEFGRID3
* xyz 0 1
C 0.959 -1.585 -0.282
N 0.540 -0.204 -0.278
C -0.769 0.241 0.083
C -0.906 1.700 0.301
O -1.393 -0.634 0.702
H 1.267 0.497 -0.226
H -1.427 1.588 -0.790
H 1.057 -1.946 -1.307
H 0.254 -2.205 0.261
H 1.933 -1.664 0.214
H -0.010 2.292 0.147
H -1.505 1.920 1.175
*
```

**Total energy**: -248.45327 Eh
**ΔE to the lowest compared entry with this formula, charge and spin**: 192.2 kJ/mol
**Max |F|**: 8.48 eV Å⁻¹
**SMILES**: CNC(C)=O

=====

3.
DFT (the ωB97M-V functional and the def2-TZVPD basis) results for C3H7NO as an isolated structure at a distorted geometry.

Structure (ORCA input):
```
! wB97M-V def2-TZVPD RIJCOSX def2/J DEFGRID3
* xyz 0 1
O -1.614 0.171 -1.462
C -1.039 0.610 -0.262
C 0.440 0.424 -0.152
C 0.977 -0.441 0.923
N 0.917 -0.914 -0.456
H -1.870 -0.448 -0.647
H -1.506 -0.178 0.560
H -1.413 1.580 0.064
H 1.037 1.281 -0.456
H 0.286 -0.951 1.595
H 1.929 -0.171 1.369
H 1.827 -0.887 -0.906
*
```

**Total energy**: -248.36918 Eh
**ΔE to the lowest compared entry with this formula, charge and spin**: 413.0 kJ/mol
**Max |F|**: 4.92 eV Å⁻¹

=====

4.
DFT (the ωB97M-V functional and the def2-TZVPD basis) results for a 2-piece molecular cluster, C3H7NO overall at a distorted geometry.

Structure (ORCA input):
```
! wB97M-V def2-TZVPD RIJCOSX def2/J DEFGRID3
* xyz 1 2
O -2.395 -0.574 2.347
C -2.142 -1.417 3.154
H -1.129 -1.573 3.611
H -2.845 -2.105 3.667
C 0.519 0.067 -1.468
C 2.451 1.409 -1.947
N 1.648 0.532 -2.281
H -0.308 0.775 -1.549
H 0.173 -0.920 -1.767
H 0.747 0.088 -0.398
H 3.317 1.881 -2.403
H 2.188 1.944 -1.020
*
```

**Total energy**: -248.07626 Eh
**ΔE to the lowest compared entry with this formula, charge and spin**: 243.3 kJ/mol
**Max |F|**: 2.15 eV Å⁻¹

=====

5.
DFT (the ωB97M-V functional and the def2-TZVPD basis) results for a 2-piece molecular cluster, C3H7NO overall at a distorted geometry.

Structure (ORCA input):
```
! wB97M-V def2-TZVPD RIJCOSX def2/J DEFGRID3
* xyz 1 2
O 0.273 1.911 -0.919
C 1.044 2.585 -0.241
H 2.107 2.410 -0.432
H 0.825 3.492 0.421
C 0.183 -2.159 0.694
C -0.486 -0.958 0.408
N -1.280 -0.600 -0.672
H 0.150 -2.704 1.648
H 0.812 -2.900 -0.007
H -0.449 -0.183 1.240
H -1.199 -1.014 -1.579
H -1.981 0.121 -0.561
*
```

**Total energy**: -248.11342 Eh
**ΔE to the lowest compared entry with this formula, charge and spin**: 145.8 kJ/mol
**Max |F|**: 4.10 eV Å⁻¹

=====

6.
DFT (the ωB97M-V functional and the def2-TZVPD basis) results for an isolated ion of composition C3H7NO and charge +1 at a distorted geometry.

Structure (ORCA input):
```
! wB97M-V def2-TZVPD RIJCOSX def2/J DEFGRID3
* xyz 1 2
C -0.023 1.252 1.032
C -0.666 0.276 0.080
C 0.370 -0.484 -0.792
N -0.225 -1.629 -1.450
O 1.444 -0.752 0.288
H -0.586 1.371 1.961
H 0.268 2.202 0.617
H 1.044 0.005 0.868
H -1.094 -0.504 0.755
H -1.439 0.533 -0.673
H 0.043 -2.476 -1.165
H 0.863 0.207 -1.522
*
```

**Total energy**: -247.95138 Eh
**ΔE to the lowest compared entry with this formula, charge and spin**: 571.2 kJ/mol
**Max |F|**: 7.13 eV Å⁻¹

=====

7.
DFT (the ωB97M-V functional and the def2-TZVPD basis) results for an isolated ion of composition C3H7NO2 and charge -1 at a distorted geometry.

Structure (ORCA input):
```
! wB97M-V def2-TZVPD RIJCOSX def2/J DEFGRID3
* xyz -1 2
C -1.575 -0.406 -0.008
N -0.768 0.812 0.079
C 0.566 0.856 -0.556
C 1.558 -0.260 0.085
O 2.600 -0.484 -0.587
O 1.205 -0.434 1.468
H -2.515 -0.226 0.486
H -1.513 -0.775 -1.027
H -1.252 -1.383 0.482
H -0.538 0.907 1.064
H 0.516 0.592 -1.593
H 1.010 1.864 -0.319
H 0.707 -1.062 0.426
*
```

**Total energy**: -323.63272 Eh
**ΔE to the lowest compared entry with this formula, charge and spin**: 263.1 kJ/mol
**Max |F|**: 2.57 eV Å⁻¹

=====

8.
DFT (the ωB97M-V functional and the def2-TZVPD basis) results for one molecule with the formula C3H7NO2.

Structure (ORCA input):
```
! wB97M-V def2-TZVPD RIJCOSX def2/J DEFGRID3
* xyz 0 1
C -0.760 1.334 -0.358
C -0.378 -0.064 0.029
N -1.311 -0.920 0.183
O -0.783 -2.172 0.506
C 1.087 -0.415 0.186
O 1.943 0.703 0.228
H -1.794 1.533 -0.083
H -0.114 2.062 0.138
H -0.671 1.480 -1.442
H -1.572 -2.710 0.644
H 1.367 -1.125 -0.606
H 1.221 -0.945 1.128
H 1.766 1.239 -0.553
*
```

**Total energy**: -323.67773 Eh
**ΔE to the lowest compared entry with this formula, charge and spin**: 271.1 kJ/mol
**Max |F|**: 0.62 eV Å⁻¹
**SMILES**: C/C(CO)=N/O

=====

9.
DFT (the ωB97M-V functional and the def2-TZVPD basis) results for a 2-piece molecular cluster, C3H7NO2 overall at a distorted geometry.

Structure (ORCA input):
```
! wB97M-V def2-TZVPD RIJCOSX def2/J DEFGRID3
* xyz 0 1
C -0.073 -0.821 -0.903
C -0.866 -0.734 1.276
N 0.222 -0.496 0.332
C 0.644 1.687 -0.166
O 0.931 -0.941 -1.765
O 1.794 1.939 -0.530
H 1.674 -0.395 -1.422
H -0.997 -1.301 -1.246
H -0.139 1.454 -1.012
H 0.237 1.978 0.815
H -0.860 -1.776 1.606
H -1.852 -0.491 0.861
H -0.716 -0.102 2.155
*
```

**Total energy**: -323.66870 Eh
**ΔE to the lowest compared entry with this formula, charge and spin**: 294.8 kJ/mol
**Max |F|**: 3.94 eV Å⁻¹
**SMILES**: C/N=C/O.C=O

=====

10.
DFT (the ωB97M-V functional and the def2-TZVPD basis) results for one molecule with the formula C3H7NO2.

Structure (ORCA input):
```
! wB97M-V def2-TZVPD RIJCOSX def2/J DEFGRID3
* xyz 0 1
C 0.488 -0.798 -1.363
C 0.165 -0.426 0.049
N 1.173 -0.502 0.819
O 1.017 0.338 1.937
C -1.156 0.242 0.359
O -1.231 1.496 -0.292
H 1.546 -0.565 -1.499
H 0.332 -1.842 -1.633
H -0.107 -0.154 -2.014
H 1.777 0.906 1.744
H -1.328 0.334 1.435
H -1.970 -0.354 -0.062
H -0.703 2.114 0.228
*
```

**Total energy**: -323.65644 Eh
**ΔE to the lowest compared entry with this formula, charge and spin**: 326.9 kJ/mol
**Max |F|**: 0.89 eV Å⁻¹
**SMILES**: C/C(CO)=N/O

=====

11.
DFT (the ωB97M-V functional and the def2-TZVPD basis) results for a 2-piece molecular cluster, C3H7NO2 overall.

Structure (ORCA input):
```
! wB97M-V def2-TZVPD RIJCOSX def2/J DEFGRID3
* xyz 0 1
O -0.517 -0.670 1.004
C 0.878 -0.469 0.752
C 0.973 -0.545 -0.768
N -0.305 0.062 -1.069
C -1.220 -0.268 -0.097
O -2.420 -0.218 -0.144
H -1.042 1.833 1.404
H 1.444 -1.230 1.288
H 1.165 0.530 1.102
H 1.027 -1.589 -1.109
H 1.815 0.015 -1.180
H -0.623 0.290 -1.993
H -1.175 2.260 0.812
*
```

**Total energy**: -323.72849 Eh
**ΔE to the lowest compared entry with this formula, charge and spin**: 137.8 kJ/mol
**Max |F|**: 0.46 eV Å⁻¹
**SMILES**: O=C1NCCO1.[H][H]

=====

12.
DFT (the ωB97M-V functional and the def2-TZVPD basis) results for one molecule with the formula C3H7NO2.

Structure (ORCA input):
```
! wB97M-V def2-TZVPD RIJCOSX def2/J DEFGRID3
* xyz 0 1
O -1.657 0.484 0.197
C -1.171 -0.843 0.311
C 0.138 -1.053 -0.422
O 1.270 -0.631 0.354
C 1.844 0.569 0.400
N 1.201 1.604 -0.177
H -1.131 1.037 0.788
H -1.037 -1.139 1.361
H -1.935 -1.497 -0.124
H 0.311 -2.124 -0.571
H 0.122 -0.556 -1.399
H 1.768 2.433 -0.116
H 0.278 1.716 -0.603
*
```

**Total energy**: -323.66460 Eh
**ΔE to the lowest compared entry with this formula, charge and spin**: 305.5 kJ/mol
**Max |F|**: 0.58 eV Å⁻¹

=====

13.
DFT (the ωB97M-V functional and the def2-TZVPD basis) results for a 2-piece molecular cluster, C3H7NO2 overall.

Structure (ORCA input):
```
! wB97M-V def2-TZVPD RIJCOSX def2/J DEFGRID3
* xyz 0 1
O 0.111 -1.181 0.273
C 1.047 -1.065 1.322
C 1.317 -0.377 0.071
N -0.420 0.951 -1.280
C -1.589 1.008 -0.789
O -2.046 0.178 0.142
H -1.312 -0.474 0.325
H 1.571 -1.970 1.584
H 0.679 -0.449 2.143
H 1.898 -0.807 -0.736
H 1.306 0.712 0.060
H -0.239 1.691 -1.943
H -2.347 1.734 -1.080
*
```

**Total energy**: -323.66935 Eh
**ΔE to the lowest compared entry with this formula, charge and spin**: 293.0 kJ/mol
**Max |F|**: 0.78 eV Å⁻¹
**SMILES**: [H]/N=C/O.C1CO1

=====

14.
DFT (the ωB97M-V functional and the def2-TZVPD basis) results for one molecule with the formula C3H7NO2 at a distorted geometry.

Structure (ORCA input):
```
! wB97M-V def2-TZVPD RIJCOSX def2/J DEFGRID3
* xyz 0 1
C 1.704 0.101 0.680
C -0.273 -0.635 -0.786
C -1.411 0.145 -0.279
H 1.198 -0.803 1.468
H 1.305 1.313 0.820
H 2.998 -0.057 0.396
H 1.108 1.112 -0.880
H -0.523 -1.647 -0.240
H -0.603 -0.793 -1.798
H -2.855 0.300 1.158
N 1.061 -0.001 -0.622
O -2.498 -0.416 0.394
O -1.211 1.383 -0.310
*
```

**Total energy**: -323.59537 Eh
**ΔE to the lowest compared entry with this formula, charge and spin**: 487.3 kJ/mol
**Max |F|**: 6.28 eV Å⁻¹
**SMILES**: CNCC(=O)O

=====

15.
DFT (the ωB97M-V functional and the def2-TZVPD basis) results for one molecule with the formula C3H7NO2 at a distorted geometry.

Structure (ORCA input):
```
! wB97M-V def2-TZVPD RIJCOSX def2/J DEFGRID3
* xyz 0 1
C -1.608 -0.206 -0.111
C 0.639 1.030 -0.104
C 1.319 -0.268 0.346
H -1.077 -1.121 -0.445
H -2.432 -0.061 -0.826
H -1.929 -0.333 0.972
H -1.173 1.878 -0.347
H 2.347 -0.024 0.723
H 0.749 -0.602 1.264
H 1.410 -2.154 -0.190
N -0.728 0.982 -0.223
O 1.272 2.073 -0.353
O 1.212 -1.196 -0.705
*
```

**Total energy**: -323.71621 Eh
**ΔE to the lowest compared entry with this formula, charge and spin**: 170.0 kJ/mol
**Max |F|**: 5.22 eV Å⁻¹
**SMILES**: CNC(=O)CO

=====

16.
DFT (the ωB97M-V functional and the def2-TZVPD basis) results for a 2-piece molecular cluster, C3H7NO2 overall.

Structure (ORCA input):
```
! wB97M-V def2-TZVPD RIJCOSX def2/J DEFGRID3
* xyz 0 1
O 1.919 -0.238 0.101
C 1.244 0.763 0.160
C 1.337 1.910 -0.787
H 0.544 0.882 1.001
H 0.454 1.864 -1.435
H 2.206 1.782 -1.422
H 1.243 2.857 -0.259
C -1.854 -0.901 0.135
N -1.003 -1.770 0.755
O -1.575 0.247 -0.124
H -2.866 -1.317 0.016
H -0.979 -2.753 0.528
H -0.127 -1.387 1.081
*
```

**Total energy**: -323.73739 Eh
**ΔE to the lowest compared entry with this formula, charge and spin**: 114.4 kJ/mol
**Max |F|**: 0.88 eV Å⁻¹
**SMILES**: CC=O.NC=O

=====

17.
DFT (the ωB97M-V functional and the def2-TZVPD basis) results for one molecule with the formula C3H7NO2.

Structure (ORCA input):
```
! wB97M-V def2-TZVPD RIJCOSX def2/J DEFGRID3
* xyz 0 1
C -1.603 0.193 -0.143
C -0.288 -0.138 0.537
O -0.004 -1.523 0.389
C 0.859 0.749 0.027
O 0.736 1.958 -0.070
N 1.990 0.063 -0.267
H -1.742 1.272 -0.225
H -2.433 -0.252 0.411
H -1.593 -0.242 -1.152
H -0.368 0.062 1.612
H -0.385 -1.776 -0.463
H 2.015 -0.931 -0.105
H 2.816 0.565 -0.550
*
```

**Total energy**: -323.76541 Eh
**ΔE to the lowest compared entry with this formula, charge and spin**: 40.8 kJ/mol
**Max |F|**: 0.39 eV Å⁻¹
**SMILES**: C[C@@H](O)C(N)=O

=====

18.
DFT (the ωB97M-V functional and the def2-TZVPD basis) results for C3H7NO2 as an isolated structure at a distorted geometry.

Structure (ORCA input):
```
! wB97M-V def2-TZVPD RIJCOSX def2/J DEFGRID3
* xyz 0 1
C -1.574 0.396 -0.377
C -0.761 0.459 0.876
C -0.590 -0.652 -0.713
N 0.125 -0.611 0.364
O 3.063 -0.773 -0.762
O 3.378 -0.210 0.522
H -2.588 -0.037 -0.107
H -1.648 1.246 -1.071
H -0.400 1.480 1.021
H -1.161 0.189 1.799
H -0.533 -1.370 -1.620
H 2.671 0.369 0.703
H 2.902 -1.679 -0.587
*
```

**Total energy**: -323.56140 Eh
**ΔE to the lowest compared entry with this formula, charge and spin**: 576.5 kJ/mol
**Max |F|**: 2.88 eV Å⁻¹

=====

19.
DFT (the ωB97M-V functional and the def2-TZVPD basis) results for a 3-piece molecular cluster, C3H7NO2 overall.

Structure (ORCA input):
```
! wB97M-V def2-TZVPD RIJCOSX def2/J DEFGRID3
* xyz 0 1
C -2.061 0.334 0.416
C -1.599 -0.380 -0.606
O 1.334 -0.863 -1.778
C 1.895 -1.328 -0.865
O 2.465 -1.887 -0.015
N 1.436 0.848 0.656
H -2.214 1.409 0.338
H 0.428 0.740 0.746
H -2.309 -0.127 1.370
H -1.451 -1.456 -0.529
H -1.343 0.074 -1.560
H 1.825 0.879 1.593
H 1.595 1.758 0.234
*
```

**Total energy**: -323.74845 Eh
**ΔE to the lowest compared entry with this formula, charge and spin**: 85.4 kJ/mol
**Max |F|**: 0.85 eV Å⁻¹
**SMILES**: O=C=O.C=C.N

=====

20.
DFT (the ωB97M-V functional and the def2-TZVPD basis) results for one molecule with the formula C3H7NO2 at a distorted geometry.

Structure (ORCA input):
```
! wB97M-V def2-TZVPD RIJCOSX def2/J DEFGRID3
* xyz 0 1
C -0.440 0.264 -0.977
C 0.202 -0.624 0.295
C 1.315 0.140 0.859
O -1.404 1.140 -0.534
O -0.877 -0.561 -1.990
N 1.677 0.481 1.997
H -2.199 0.674 -0.226
H -1.723 -0.978 -1.763
H 0.599 0.926 -1.170
H 1.276 -0.068 2.761
H -0.603 -0.813 1.009
H 0.582 -1.533 -0.172
H 1.596 0.952 -0.088
*
```

**Total energy**: -323.65471 Eh
**ΔE to the lowest compared entry with this formula, charge and spin**: 331.5 kJ/mol
**Max |F|**: 4.91 eV Å⁻¹
**SMILES**: [H]/N=C\CC(O)O